Formula: C33H107N21O18
Source: OMol25
Level of theory: wB97M-V/def2-TZVPD

## Properties
* molar mass: 1086.35 g/mol
* E_LUMO: 0.1 eV
* total energy: -104102.339 eV
* E_HOMO: -8.471 eV
* gap between HOMO and LUMO: 8.53 eV
* max |F|: 8.13 eV Å⁻¹

The geometry in XYZ format:
```
179
Properties=species:S:1:pos:R:3:forces:R:3:mulliken_charge:R:1
C 2.493 -2.403 -2.943 1.037 -0.708 -0.787 -1.10
O 1.808 -3.188 -2.037 -1.072 0.088 0.993 -0.22
H 3.526 -2.746 -3.003 0.265 -0.015 -0.178 0.38
H 2.022 -2.661 -3.892 0.259 0.903 -0.338 0.38
H 2.559 -1.351 -2.666 -0.486 0.389 -0.293 0.29
H 2.421 -3.371 -1.321 0.332 -0.562 0.510 0.22
C -2.204 -1.847 4.744 0.120 -0.641 -0.200 0.16
O -2.919 -0.730 4.227 0.196 0.441 0.048 -0.74
H -1.137 -1.672 4.884 -0.270 0.755 -0.125 -0.38
H -2.592 -2.126 5.724 -0.115 -0.289 -0.143 0.47
H -2.252 -2.646 4.005 -0.242 -0.388 0.358 0.01
H -3.835 -0.976 4.080 -0.065 -0.202 0.030 0.34
C 1.150 -4.012 4.573 0.891 -0.416 -0.074 -0.46
O 0.409 -3.285 5.513 -0.307 0.323 0.245 -0.46
H 1.152 -3.491 3.616 -0.332 -0.185 -0.015 -0.02
H 2.195 -4.084 4.874 0.268 0.170 0.043 0.43
H 0.808 -5.044 4.504 -0.341 -0.028 -0.411 0.35
H 0.746 -3.514 6.382 -0.057 0.238 0.152 0.27
C 4.828 1.356 -1.961 0.001 0.596 -0.596 -0.66
O 3.933 2.471 -1.739 0.612 -1.159 0.662 -0.59
H 5.814 1.794 -2.115 0.083 -0.494 -0.265 0.30
H 4.848 0.653 -1.129 0.112 0.225 0.324 0.20
H 4.449 0.773 -2.800 0.404 0.085 -0.353 0.24
H 3.444 2.043 -1.032 -1.272 0.895 0.114 0.10
C -1.544 2.109 3.091 0.036 0.371 -0.568 -0.25
O -1.040 1.057 3.827 0.819 -0.738 0.644 -0.61
H -2.165 2.739 3.728 0.037 0.475 -0.229 0.33
H -0.659 2.608 2.694 -0.372 0.684 -0.234 -0.17
H -2.153 1.701 2.284 -0.142 0.451 -0.387 0.37
H -1.784 0.452 3.858 -0.258 -0.877 0.604 0.21
C -1.371 -2.960 -4.297 0.870 -5.037 3.881 0.47
O -1.403 -4.008 -3.585 -0.104 1.265 -0.952 -0.87
N -0.496 -2.029 -4.160 2.542 2.582 1.216 0.33
N -2.142 -2.797 -5.298 -3.507 0.142 -3.439 -0.14
H -0.714 -1.154 -4.615 0.839 0.218 0.285 0.24
H 0.173 -2.163 -3.415 -0.228 0.503 -0.034 -0.13
H -2.120 -1.898 -5.757 -0.709 -0.698 -0.180 -0.26
H -2.765 -3.572 -5.475 -0.206 0.610 -0.330 0.28
C 4.685 -0.416 2.948 -3.366 -3.745 0.815 0.62
O 4.015 -1.455 2.937 0.006 -0.333 -0.402 -0.63
N 4.228 0.675 3.432 -2.465 4.233 1.883 0.08
N 5.883 -0.319 2.537 6.477 -0.296 -2.104 -0.43
H 3.326 0.631 3.885 -0.069 0.273 0.080 -0.24
H 4.806 1.501 3.489 -0.468 -0.182 0.194 0.06
H 6.424 0.488 2.813 -0.060 -0.162 -0.152 0.16
H 6.442 -1.160 2.515 -0.278 -0.015 -0.321 0.29
C 1.448 6.032 -1.407 3.242 -1.896 -1.569 0.49
O 0.909 5.815 -0.392 -2.976 -0.804 4.442 -0.59
N 2.342 5.209 -1.924 1.888 -2.480 -1.343 -0.15
N 1.394 7.138 -2.063 -1.918 4.505 -1.537 -0.47
H 2.700 5.377 -2.854 0.174 -0.330 0.428 0.15
H 2.647 4.386 -1.424 -0.080 0.039 -0.315 0.03
H 1.748 7.276 -2.999 -0.293 0.032 0.386 0.17
H 0.605 7.655 -1.701 0.131 0.760 -0.738 0.30
C -1.524 5.508 2.438 1.363 -0.420 -0.921 0.67
O -2.358 5.393 1.591 -2.510 -0.402 -2.092 -0.80
N -1.770 5.583 3.709 -1.037 0.476 4.961 -0.36
N -0.232 5.538 2.169 2.012 -0.217 -1.214 0.14
H -0.985 5.675 4.338 -0.331 -0.151 -0.020 0.11
H -2.635 5.278 4.131 0.068 0.259 -0.471 0.28
H 0.499 5.603 2.863 -0.161 -0.053 -0.266 0.23
H 0.017 5.347 1.209 0.233 0.483 0.043 0.16
C -3.743 -3.527 1.793 -1.399 -2.965 2.287 0.50
O -4.462 -3.658 2.768 -1.305 0.534 1.390 -0.77
N -3.241 -4.590 1.198 0.772 -1.208 -1.224 -0.13
N -3.400 -2.396 1.293 1.089 4.321 -1.440 0.08
H -2.547 -4.350 0.504 0.419 -1.128 -0.462 -0.08
H -3.525 -5.501 1.527 0.400 0.325 -0.253 0.21
H -3.692 -1.587 1.823 0.304 0.019 -0.346 0.18
H -2.605 -2.339 0.673 -0.006 0.291 -0.066 -0.11
C 1.807 0.189 6.365 0.613 -3.230 1.840 0.62
O 2.281 -0.661 7.130 0.037 0.444 -0.347 -0.79
N 1.170 -0.066 5.241 -1.193 -1.022 -2.979 0.19
N 1.825 1.474 6.550 0.515 4.014 1.749 -0.17
H 0.582 0.678 4.893 -0.273 -0.467 -0.391 0.18
H 0.913 -0.998 4.948 0.244 -0.021 0.468 -0.42
H 2.180 1.878 7.405 -0.046 -0.297 -0.257 0.22
H 1.428 2.085 5.851 0.495 0.095 0.265 0.13
C 3.832 -4.792 0.522 0.554 1.527 0.018 0.73
O 3.833 -4.239 -0.538 -0.597 0.200 -3.897 -0.78
N 3.917 -6.035 0.884 -0.161 -6.139 -0.812 -0.41
N 3.923 -4.102 1.598 -0.049 2.780 4.911 0.02
H 3.843 -6.284 1.859 -0.063 -0.036 -0.523 0.14
H 3.706 -6.807 0.267 0.106 0.348 -0.181 0.25
H 3.767 -3.108 1.682 0.260 -0.002 0.133 0.01
H 3.932 -4.701 2.411 -0.054 1.510 0.541 0.02
C -3.627 2.592 -0.729 -2.582 -4.186 0.384 0.64
O -4.238 1.938 0.093 -1.184 -0.824 1.316 -0.74
N -2.853 3.529 -0.484 4.780 6.144 2.330 -0.06
N -3.615 2.297 -1.997 -0.717 -1.754 -5.026 -0.14
H -2.315 3.936 -1.236 -0.101 0.276 0.584 0.09
H -2.785 3.924 0.443 0.125 0.357 -0.055 0.12
H -4.074 1.474 -2.361 0.057 0.005 0.263 -0.03
H -3.054 2.807 -2.665 -0.236 -0.120 0.218 0.06
C 0.732 -1.384 1.748 0.175 0.325 0.462 0.06
C 0.315 -0.338 0.716 1.375 1.237 0.237 0.76
C 1.570 0.545 0.371 1.002 -2.186 0.775 -1.09
O 1.525 1.500 -0.645 -1.102 0.187 0.242 0.56
C 0.309 2.217 -0.540 0.275 1.322 -0.717 -0.03
N -0.244 -0.977 -0.461 0.102 0.257 -0.159 1.26
H -0.151 -1.853 2.182 -0.018 -0.327 -0.297 0.31
H 1.277 -0.975 2.598 -0.077 0.548 -0.003 -0.13
H 1.457 -2.108 1.376 -0.323 -0.239 -0.469 -0.48
H -0.358 0.366 1.205 -0.615 -0.336 -0.143 0.39
H 2.380 -0.113 0.058 0.055 -0.579 -0.201 0.50
H 1.978 0.897 1.319 -0.288 0.870 0.326 -0.16
H 0.191 2.667 0.445 -0.289 -0.350 0.280 -0.38
H -0.546 1.630 -0.876 -0.127 0.017 0.415 -0.08
H 0.377 3.078 -1.205 0.088 -0.017 -0.156 0.28
H 0.576 -1.321 -0.938 0.286 -0.887 -0.252 -0.65
H -0.524 -0.275 -1.130 -0.569 0.312 -0.011 -0.53
C -0.420 1.768 -4.027 -0.794 -0.704 0.270 0.42
C -0.091 2.294 -5.466 -0.299 -3.322 3.532 0.44
C -0.978 1.471 -6.396 0.118 -0.083 -0.682 -1.00
O -0.781 0.017 -6.299 1.326 2.987 1.779 -0.26
C -1.207 -0.682 -7.364 -1.088 -1.870 -2.176 -1.10
N -0.333 3.695 -5.379 -0.112 0.747 -1.045 -0.65
H -0.282 0.700 -3.860 0.680 -0.074 -0.272 -0.56
H -1.496 1.819 -3.865 -0.274 0.446 -0.158 -0.02
H 0.018 2.281 -3.171 0.411 0.250 -0.492 -0.31
H 0.962 2.033 -5.570 0.124 0.029 -0.828 0.36
H -0.745 1.843 -7.393 -0.079 -0.507 -0.546 0.44
H -2.038 1.658 -6.222 -0.122 0.209 0.225 0.40
H -2.292 -0.762 -7.433 -0.595 0.447 -0.016 0.35
H -0.922 -1.729 -7.267 0.546 0.078 0.103 0.40
H -0.878 -0.369 -8.355 0.370 0.468 0.037 0.39
H -0.628 4.036 -6.283 0.011 0.436 -0.231 0.23
H 0.588 4.071 -5.207 -0.109 0.669 0.076 0.25
C -5.394 1.030 -4.975 1.546 -0.833 -0.249 -1.45
C -5.029 -0.427 -5.254 -0.412 -0.398 1.265 1.82
C -4.915 -1.229 -3.905 1.168 2.190 -0.554 -1.22
O -3.850 -0.570 -3.189 -0.121 -0.617 0.307 0.59
C -3.629 -1.300 -1.967 -0.468 0.961 -0.169 -1.01
N -6.101 -0.987 -6.036 -0.327 -0.620 -0.276 -0.75
H -5.282 1.531 -5.937 -0.984 0.318 -0.080 0.48
H -4.568 1.467 -4.414 -0.419 0.088 0.509 0.10
H -6.361 1.014 -4.473 0.073 0.689 -0.227 0.38
H -4.097 -0.455 -5.818 0.557 -0.089 0.284 -0.75
H -4.637 -2.280 -3.987 -0.340 -0.174 -0.357 0.42
H -5.814 -1.070 -3.310 -0.384 -0.399 -0.210 0.40
H -2.932 -0.752 -1.333 0.593 -0.286 -0.480 -0.42
H -3.363 -2.319 -2.248 0.316 -0.096 0.567 0.51
H -4.527 -1.248 -1.351 -0.397 -0.477 -0.117 0.55
H -5.858 -1.941 -6.265 -0.210 -0.285 -0.150 0.26
H -6.173 -0.493 -6.914 -0.156 0.093 -0.147 0.30
C 3.219 3.770 2.342 0.121 -0.361 -0.019 -0.90
C 3.204 4.002 3.853 -0.203 0.363 -1.115 0.48
C 3.181 5.517 4.225 0.434 -0.386 -0.651 -1.21
O 1.935 6.125 3.764 1.739 0.284 1.439 -0.40
C 1.666 7.314 4.501 -2.044 0.373 0.442 -1.03
N 1.984 3.448 4.393 -0.481 -0.354 -0.169 -0.21
H 2.243 4.033 1.935 0.277 0.821 -0.454 -0.05
H 3.297 2.720 2.059 0.094 -0.306 0.492 0.06
H 4.105 4.222 1.894 -0.391 0.484 -0.315 0.54
H 3.991 3.354 4.242 0.772 1.060 0.589 0.37
H 3.957 6.149 3.791 0.428 -0.423 -0.026 0.48
H 3.290 5.539 5.309 -0.369 0.396 0.236 0.46
H 2.114 8.295 4.340 1.256 -0.492 -0.868 0.29
H 1.684 7.184 5.583 0.267 -0.511 0.123 0.39
H 0.628 7.561 4.277 -0.266 -0.200 -0.084 0.32
H 1.466 3.201 3.561 -0.965 -0.063 0.385 -0.34
H 1.512 4.195 4.882 -0.591 -0.183 -0.084 0.41
C 0.363 -5.061 1.190 -0.618 -0.001 1.480 -0.59
C -0.047 -5.246 -0.220 0.178 -1.641 -0.980 0.98
C -0.925 -6.473 -0.581 -0.546 -1.269 0.394 -1.01
O -0.273 -7.781 -0.339 -0.089 0.809 -0.533 -0.34
C -0.778 -8.912 -1.044 -0.157 0.194 -0.625 -0.86
N -0.771 -4.080 -0.645 -0.884 -0.193 0.061 1.54
H 0.702 -5.950 1.723 0.465 -0.033 -0.305 0.54
H -0.525 -4.753 1.742 -0.272 -0.007 0.129 0.29
H 1.022 -4.203 1.319 0.429 -0.305 -0.171 -0.50
H 0.807 -5.417 -0.876 0.596 0.102 0.049 0.21
H -1.275 -6.331 -1.604 0.750 -0.327 -0.631 0.60
H -1.902 -6.518 -0.101 0.045 0.200 0.862 0.34
H -0.233 -9.833 -0.833 0.237 0.309 0.888 0.28
H -0.664 -8.886 -2.128 0.115 0.822 -0.338 0.34
H -1.838 -9.120 -0.901 -0.202 0.229 0.488 0.31
H -0.152 -3.283 -0.679 -0.123 0.073 -0.110 -1.81
H -1.055 -4.297 -1.590 -0.127 0.775 -0.579 0.13
```
Positions in Å, forces in eV/Å.